C25H70BO22 | wB97M-V/def2-TZVPD

Geometry as ORCA input:
```
! RIJCOSX wB97M-V def2-TZVPD def2/J DEFGRID3
* xyz -1 1
O -8.56 18.86 -36.46
C -8.45 18.21 -35.43
O -7.41 17.51 -35.05
B -7.71 17.02 -33.66
O -9.16 17.40 -33.35
C -9.57 18.18 -34.35
O -10.56 18.87 -34.33
O -6.83 17.56 -32.64
C -6.28 16.49 -31.94
O -5.56 16.47 -30.95
C -6.76 15.21 -32.61
O -7.63 15.53 -33.61
O -6.36 14.11 -32.32
C -10.81 21.87 -36.21
O -11.76 22.64 -35.55
H -11.28 21.12 -36.85
H -10.16 22.55 -36.76
H -10.10 21.39 -35.54
H -11.58 23.51 -35.91
C -3.93 18.66 -34.86
C -3.90 19.92 -35.70
O -2.69 19.92 -36.44
H -4.37 18.92 -33.90
H -2.95 18.19 -34.77
H -4.51 17.87 -35.33
H -3.83 20.87 -35.16
H -4.73 20.07 -36.39
H -2.70 19.20 -37.07
C -5.54 16.74 -27.97
C -5.80 17.36 -26.57
O -6.32 16.31 -25.76
H -4.62 16.15 -28.06
H -5.44 17.53 -28.72
H -6.32 16.08 -28.35
H -6.45 18.23 -26.63
H -4.88 17.61 -26.04
H -5.68 15.60 -25.67
C -9.56 10.74 -33.65
C -8.72 11.94 -33.18
O -8.59 11.89 -31.79
H -10.51 10.62 -33.13
H -8.95 9.87 -33.89
H -9.82 10.83 -34.71
H -9.29 12.81 -33.49
H -7.74 12.07 -33.65
H -8.83 12.74 -31.41
C -12.09 21.13 -32.34
C -12.01 19.98 -31.33
O -12.72 20.35 -30.16
H -11.51 21.99 -32.00
H -13.12 21.44 -32.51
H -11.67 20.76 -33.27
H -10.99 19.65 -31.11
H -12.48 19.13 -31.83
H -13.61 20.64 -30.34
C -5.71 15.58 -37.49
C -7.07 14.97 -37.29
O -6.94 14.07 -36.22
H -5.33 16.06 -36.59
H -5.77 16.43 -38.18
H -5.09 14.80 -37.92
H -7.44 14.57 -38.24
H -7.73 15.77 -36.96
H -7.44 14.45 -35.50
C -13.00 16.00 -32.43
C -12.13 15.23 -33.44
O -10.79 15.20 -32.97
H -14.08 15.95 -32.51
H -12.64 17.02 -32.34
H -12.92 15.48 -31.47
H -12.12 15.59 -34.47
H -12.52 14.21 -33.47
H -10.58 16.13 -32.96
C -14.61 18.81 -35.18
C -13.25 19.38 -35.46
O -13.57 20.63 -36.16
H -14.62 17.76 -34.89
H -15.21 18.73 -36.08
H -15.09 19.38 -34.39
H -12.50 18.71 -35.88
H -12.94 19.67 -34.46
H -12.96 21.27 -35.78
C -9.22 16.87 -29.71
C -8.55 18.22 -29.72
O -9.44 19.17 -29.07
H -10.21 16.64 -30.09
H -9.16 16.51 -28.68
H -8.66 16.18 -30.34
H -8.57 18.67 -30.71
H -7.51 18.22 -29.37
H -8.89 19.95 -28.95
C -3.96 19.63 -30.47
C -2.54 19.89 -31.14
O -2.49 20.64 -32.37
H -3.86 19.08 -29.53
H -4.45 18.89 -31.10
H -4.44 20.59 -30.33
H -2.02 18.96 -31.40
H -1.89 20.51 -30.52
H -1.85 21.35 -32.30
C -6.74 21.02 -38.99
C -6.90 22.53 -38.77
O -6.87 23.22 -39.95
H -6.77 20.66 -37.96
H -5.75 20.76 -39.36
H -7.57 20.71 -39.62
H -6.02 22.85 -38.22
H -7.87 22.78 -38.36
H -7.74 23.16 -40.36
O -5.98 20.57 -33.02
H -5.38 20.52 -32.28
H -6.42 19.72 -33.04
O -4.67 11.96 -32.80
H -5.51 12.31 -32.51
H -4.73 11.98 -33.76
O -5.42 13.59 -29.28
H -4.73 14.23 -29.08
H -5.63 13.75 -30.20
*
```

HOMO energy ... -7.93 eV
LUMO level ... 1.774 eV
Orbital gap ... 9.704 eV
E_tot ... -2674.779052 hartree
M ... 733.6 g/mol